Here is a 2-piece molecular cluster, H6N3P overall at a distorted geometry from OMol25. Energies are from the ωB97M-V functional and the def2-TZVPD basis.

Structure (XYZ):
```
10
Properties=species:S:1:pos:R:3
H -2.52914 0.57104 1.30259
N -1.51275 0.51158 1.34942
P -0.74078 1.49865 0.43783
N 0.90870 1.17044 0.70775
H 1.62807 1.49797 0.00213
H 1.39248 0.55591 1.38491
N 0.34039 -1.23292 -1.22459
H -0.39626 -1.45060 -0.61204
H 0.90286 -2.10263 -1.27094
H 0.00643 -1.01943 -2.07703
```

Results
SMILES: [H]/N=P/N.N
Maximum force (eV/Å): 4.54
LUMO level (eV): 0.910
Electronic energy (hartree): -509.20785
Total charge: 0
Relative energy (zero: lowest compared OMol25 entry of this formula, charge and spin) (kcal/mol): 12.3
Kohn-Sham gap (eV): 10.08